# 1
Computed, not measured: a structure of composition C16H10BBeBrF4N2OS, with ωB97M-V/def2-TZVPD.

Cartesian coordinates (Å):
C (-0.313, 0.095, 2.370)
C (1.903, 0.553, 1.255)
O (-1.016, 0.202, 1.288)
C (-1.779, -0.111, -2.475)
C (1.786, 0.091, 3.638)
Br (2.057, -0.507, 6.418)
B (-4.145, 1.578, 0.071)
F (-4.254, 2.592, 1.013)
C (1.123, 0.285, 2.399)
C (2.893, -0.337, -1.410)
H (3.703, -0.121, -0.724)
H (-2.032, -0.405, 3.509)
S (0.428, 2.390, -0.036)
H (-2.767, 0.199, -2.166)
Be (-1.119, 0.923, -0.064)
C (-0.298, -1.154, -4.055)
C (0.529, -0.180, -1.970)
F (-4.752, 1.927, -1.136)
C (1.091, -0.260, 4.768)
N (1.364, 0.905, 0.033)
N (-0.767, 0.159, -1.597)
H (2.984, 0.433, 1.327)
C (2.101, -1.340, -3.448)
H (-0.116, -1.658, -4.997)
C (3.131, -1.081, -2.556)
H (2.861, 0.221, 3.678)
C (0.791, -0.896, -3.180)
F (-2.701, 1.405, -0.240)
C (-0.959, -0.266, 3.561)
C (-1.586, -0.733, -3.680)
H (2.282, -1.910, -4.354)
H (4.131, -1.453, -2.756)
H (-0.816, -0.717, 5.666)
H (-2.440, -0.903, -4.325)
F (-4.621, 0.363, 0.547)
C (-0.285, -0.445, 4.764)
C (1.612, 0.156, -1.132)

Atomic forces in eV per Å
C 0.2 0.1 -0.1
C -0.1 -0.1 -0.2
O -0.4 -0.5 0.2
C 0.2 0.0 0.0
C -0.1 0.0 -0.1
Br 0.0 0.0 -0.1
B -0.1 0.0 0.1
F 0.0 -0.2 -0.1
C 0.0 0.0 0.2
C 0.0 0.1 0.0
H 0.0 0.0 0.0
H 0.0 0.0 0.0
S -0.1 0.0 -0.1
H 0.0 0.0 0.0
Be 0.4 0.2 -0.5
C 0.0 0.0 0.0
C -0.2 0.1 0.0
F 0.1 0.0 0.2
C 0.0 0.0 0.1
N 0.0 0.1 0.2
N 0.0 -0.1 0.2
H 0.0 -0.1 0.0
C 0.0 0.1 0.1
H 0.0 0.0 0.0
C 0.0 0.0 -0.1
H 0.0 0.0 0.0
C -0.2 0.0 0.0
F 0.0 0.2 0.0
C 0.0 0.0 0.1
C 0.1 0.0 0.0
H 0.0 0.0 0.0
H 0.0 0.0 0.0
H 0.0 0.0 0.0
H 0.0 0.0 0.0
F 0.1 0.2 -0.1
C 0.0 0.0 -0.1
C 0.0 -0.1 0.0

Values from the calculation:
* net charge: -2
* HOMO (alpha / beta): 0.56 / -0.40 eV
* orbital gap (alpha / beta): 3.620 / 4.572 eV

natural (NBO) population analysis, charges in e, atoms 1 to 8: 0.47 0.01 -0.96 0.00 -0.24 -0.06 1.38 -0.56



# 2
Computed, not measured: an isolated molecule of C16H10Br2INO, with ωB97M-V/def2-TZVPD.

Cartesian coordinates (Å):
C (0.737, -0.722, -0.199)
I (5.078, 3.148, 2.707)
Br (-0.368, -0.229, -5.390)
H (-0.048, 3.486, 3.705)
H (2.205, 4.041, 3.840)
C (0.253, 0.001, 0.925)
H (-3.204, -0.245, 1.388)
C (-0.590, -1.043, -3.669)
C (-1.340, -2.959, -2.313)
H (1.806, -0.627, -0.466)
H (-2.423, -1.479, 0.370)
H (3.155, 0.802, 1.058)
C (-0.061, -1.189, -1.358)
H (0.604, 0.375, -2.649)
C (-1.207, -2.305, -3.557)
C (-0.665, -2.402, -1.226)
C (2.860, 2.462, 2.564)
H (-2.034, 1.587, 2.592)
O (-1.791, -2.902, -4.651)
C (2.468, 1.331, 1.757)
C (0.553, 2.803, 3.150)
Br (-2.259, -4.665, -1.919)
C (1.068, 0.919, 1.678)
C (1.925, 3.257, 3.215)
C (0.129, 1.746, 2.313)
C (-2.246, -0.548, 0.957)
C (0.028, -0.527, -2.522)
N (-1.131, 1.181, 2.231)
H (-0.789, -2.962, -0.331)
H (-1.559, -2.436, -5.519)
C (-1.156, 0.102, 1.318)

Atomic forces in eV per Å
C -0.5 3.0 1.9
I -2.3 -0.9 -0.3
Br -0.2 -0.3 0.7
H -1.2 -0.2 0.2
H 0.3 1.3 0.8
C 2.1 -3.7 -4.4
H 0.3 0.2 0.1
C 0.4 -1.0 1.0
C 0.7 0.0 0.3
H -0.5 0.0 0.6
H 1.0 1.1 0.4
H -0.2 0.5 1.1
C 1.2 -0.7 3.1
H 0.1 0.2 0.3
C -1.4 -0.5 -1.6
C -2.2 -1.3 -1.6
C 0.9 -0.8 -1.3
H 1.9 -0.5 -0.6
O 0.6 0.7 -0.9
C -1.0 0.0 -0.4
C 1.8 1.1 -0.8
Br 0.7 1.4 -0.9
C 2.0 2.6 1.0
C -1.7 -3.6 -1.3
C 0.6 0.5 2.6
C -2.1 -1.5 -0.2
C -0.3 0.9 -3.0
N -2.3 0.7 0.1
H 0.5 0.1 0.9
H -0.3 -0.6 2.0
C 1.0 1.1 0.5

Values from the calculation:
* HOMO: -7.71 eV
* orbital gap: 7.196 eV
* SMILES: C=c1[nH]c2ccc(I)cc2/c1=C/c1cc(Br)c(O)c(Br)c1

natural (NBO) population analysis, charges in e, atoms 1 to 8: -0.13 0.05 0.07 0.22 0.23 -0.05 0.20 -0.12



# 3
Computed, not measured: a structure of composition C16H10BrCaF5, with ωB97M-V/def2-TZVPD.

Cartesian coordinates (Å):
C (0.327, -0.523, -3.562)
H (-2.527, -1.286, -2.051)
H (0.481, 2.603, -2.352)
H (-0.170, -1.395, -3.999)
F (1.079, -2.160, 4.660)
C (0.671, 1.576, -2.666)
F (0.808, -2.648, 1.998)
C (1.117, -1.136, 3.789)
C (-2.181, 1.024, 0.369)
Ca (0.504, -0.396, -1.051)
C (1.176, 1.227, 3.355)
Br (1.443, -2.908, -1.421)
F (1.024, 2.010, 1.092)
H (2.471, -1.153, -3.382)
C (-2.070, -0.195, 1.090)
F (1.276, 0.403, 5.585)
C (-0.311, 0.685, -3.191)
H (-1.366, 0.923, -3.332)
F (1.160, 2.495, 3.809)
C (-2.379, -0.715, -1.133)
C (-2.162, -1.273, 0.160)
C (1.108, 0.948, 1.970)
C (1.939, 0.918, -2.731)
H (-1.982, -0.285, 2.170)
H (-2.635, 1.429, -1.778)
C (1.203, 0.168, 4.261)
C (1.016, -1.371, 2.400)
C (-2.416, 0.705, -0.994)
H (2.907, 1.368, -2.518)
C (1.710, -0.389, -3.246)
H (-2.119, -2.335, 0.410)
H (-2.150, 2.026, 0.792)
C (1.047, -0.337, 1.496)

Atomic forces in eV per Å
C 0.3 0.6 -0.4
H 0.1 0.2 0.2
H 0.1 -0.4 0.1
H 0.3 0.3 0.4
F 0.1 -0.2 0.5
C -0.1 -0.1 -0.7
F 0.2 0.1 0.3
C -0.2 -0.1 -1.4
C -0.4 -0.6 -0.1
Ca -1.4 -0.3 2.0
C -0.2 -0.4 -1.4
Br 0.2 -1.2 0.2
F 0.2 -0.2 0.5
H -0.3 0.2 0.1
C -0.2 -0.2 -0.7
F 0.0 0.1 0.3
C 0.4 0.6 -0.9
H 0.5 -0.2 0.2
F 0.1 0.4 0.4
C 0.0 0.3 0.3
C -0.2 0.6 0.3
C 0.0 -0.7 1.5
C -0.6 -0.2 -0.5
H 0.3 0.0 -0.2
H 0.2 -0.2 0.2
C -0.1 0.0 -0.9
C 0.1 1.0 1.0
C 0.1 -0.3 0.4
H -0.2 -0.2 0.2
C 0.3 0.7 -1.0
H 0.1 0.3 -0.1
H 0.0 -0.2 -0.1
C 0.1 0.2 -0.6

Values from the calculation:
* net charge: -2
* HOMO: -0.77 eV
* orbital gap: 6.055 eV

natural (NBO) population analysis, charges in e, atoms 1 to 8: -0.41 0.20 0.21 0.22 -0.33 -0.43 -0.33 0.23



# 4
Computed, not measured: a structure of composition C16H10BrF5OTm, with ωB97M-V/def2-TZVPD.

Cartesian coordinates (Å):
H (-1.298, -1.659, 3.176)
F (6.170, -1.042, -0.966)
C (-1.923, 1.641, 2.991)
H (-0.001, 0.674, 3.650)
C (-2.038, -0.952, -1.141)
H (-1.708, 2.710, 3.054)
Tm (-0.071, 0.945, -1.464)
C (-1.679, -0.657, 2.990)
F (2.527, -1.018, 2.088)
C (4.863, -0.851, -0.725)
H (-3.716, 0.428, -0.644)
H (-2.911, 1.823, -2.765)
C (2.197, -0.340, -0.152)
H (-3.694, -1.070, 2.109)
F (5.201, -1.431, 1.566)
F (4.480, -0.150, -3.004)
C (-2.846, 0.195, -1.265)
C (-2.432, 0.904, -2.429)
O (0.973, 0.064, 0.152)
H (-2.268, -1.778, -0.476)
H (-1.120, 0.246, -4.158)
C (2.727, -0.201, -1.453)
C (-2.940, -0.355, 2.429)
C (-1.535, 0.059, -3.163)
H (-0.544, -1.885, -2.527)
C (-1.030, 0.575, 3.310)
C (-1.167, -1.024, -2.282)
H (-4.031, 1.594, 2.216)
Br (-0.361, 3.431, -0.797)
C (3.033, -0.857, 0.850)
C (-3.124, 1.073, 2.489)
C (4.357, -1.081, 0.566)
C (4.040, -0.408, -1.757)
F (1.867, 0.397, -2.467)

Atomic forces in eV per Å
H 0.1 0.2 -0.1
F 0.0 -0.1 0.0
C 0.0 -0.6 -0.1
H -0.2 0.0 0.1
C -0.3 -0.1 -1.0
H 0.0 -0.3 0.1
Tm -1.3 0.9 2.0
C 0.1 0.7 -0.2
F 0.6 0.1 -1.0
C 0.2 -0.1 -0.1
H 0.8 0.2 0.1
H 0.3 -0.3 0.0
C -1.7 0.6 0.0
H 0.0 0.0 0.1
F -0.4 0.0 -0.9
F 0.1 -0.3 0.7
C 0.6 0.1 -0.1
C -0.9 -0.8 -0.8
O 1.3 -0.6 -0.7
H 0.6 0.4 0.3
H -0.1 0.0 0.4
C -1.0 0.5 0.2
C -0.2 1.0 0.7
C 0.2 0.0 0.4
H -0.1 0.3 0.0
C -0.6 -0.1 -0.4
C -1.5 -0.6 -0.7
H 0.0 0.1 -0.1
Br 0.1 0.4 -0.2
C -0.4 0.0 0.3
C 0.8 -1.1 -0.2
C 0.7 0.1 0.2
C 0.5 -0.1 -0.2
F 1.4 -0.8 1.1

Values from the calculation:
* net charge: -1
* multiplicity: 3
* HOMO (alpha / beta): -2.40 / -2.40 eV
* orbital gap (alpha / beta): 4.071 / 4.075 eV
* expectation value of S²: 2.00

natural (NBO) population analysis, charges in e, atoms 1 to 8: 0.18 -0.30 -0.36 0.18 -0.27 0.18 1.84 -0.36



# 5
Computed, not measured: a structure of composition C16H10Cl4NO5Ti, with ωB97M-V/def2-TZVPD.

Cartesian coordinates (Å):
O (1.156, 0.439, -0.731)
H (-1.396, -2.466, 4.557)
C (-0.401, 0.526, 2.371)
O (-1.364, -0.484, 0.471)
H (0.805, 1.797, 5.266)
C (0.867, 2.734, 3.350)
C (0.557, 1.723, 4.216)
Cl (0.535, 3.388, -1.657)
H (2.162, -3.857, -3.811)
C (1.490, -3.041, -3.581)
H (2.851, -1.510, -4.260)
Ti (-0.401, 0.827, -0.565)
Cl (-2.160, -2.685, -2.049)
C (-0.620, -2.294, -2.728)
H (-2.191, -0.051, -2.554)
C (-0.276, -0.940, -2.996)
C (-1.415, -1.626, 2.574)
Cl (-2.235, -3.000, 1.919)
C (-1.112, -1.614, 3.957)
C (-0.101, 0.570, 3.737)
O (0.380, 4.775, -1.312)
O (-0.810, 2.681, -1.055)
H (-0.056, -4.342, -2.835)
C (1.877, -1.720, -3.841)
C (-1.151, 0.135, -2.797)
N (-0.066, 1.537, 1.519)
H (1.297, 0.334, -3.724)
C (0.246, -3.322, -3.029)
C (1.017, -0.697, -3.552)
H (0.773, 3.386, 1.281)
H (-0.899, 1.087, -3.251)
C (-0.481, -0.551, 4.524)
Cl (-0.133, -0.564, 6.227)
C (-1.085, -0.572, 1.765)
H (1.364, 3.632, 3.687)
O (0.438, 3.164, -3.083)
C (0.537, 2.600, 1.989)

Atomic forces in eV per Å
O -0.5 0.4 -0.1
H 0.0 0.0 0.0
C 0.0 0.0 -0.1
O 0.1 0.0 0.2
H 0.0 0.0 0.0
C 0.0 0.0 -0.1
C 0.0 0.0 0.0
Cl -0.3 0.1 0.1
H 0.0 0.0 0.0
C 0.1 0.0 0.0
H 0.0 0.0 0.0
Ti 0.5 -0.3 0.4
Cl 0.1 0.1 -0.1
C -0.1 -0.2 0.1
H 0.0 0.0 0.1
C -0.1 0.1 -0.1
C -0.1 -0.2 0.3
Cl 0.1 0.1 0.0
C -0.1 -0.1 -0.2
C 0.0 -0.1 0.2
O -0.1 0.1 0.0
O 1.0 0.0 -0.3
H 0.0 0.0 0.0
C -0.1 0.0 0.1
C -0.2 -0.1 -0.2
N -0.3 -0.3 0.0
H 0.0 0.0 0.0
C 0.0 0.0 0.0
C 0.0 0.0 0.0
H 0.0 0.0 0.0
H 0.0 0.1 0.1
C 0.1 0.1 0.0
Cl 0.0 0.0 -0.1
C 0.0 0.1 -0.3
H 0.0 0.0 0.0
O -0.1 0.0 0.0
C 0.0 0.1 0.0

Values from the calculation:
* multiplicity: 2
* HOMO (alpha / beta): -8.52 / -8.52 eV
* orbital gap (alpha / beta): 7.853 / 6.119 eV
* expectation value of S²: 0.79

Löwdin population analysis, charges in e, atoms 1 to 8: -0.33 0.11 -0.13 -0.20 0.10 -0.02 0.00 0.90



# 6
Computed, not measured: a cluster of 2 separate species, C16H10F2N3O6S in total, with ωB97M-V/def2-TZVPD.

Cartesian coordinates (Å):
C (-1.394, -0.437, 5.856)
C (-1.877, -0.615, 1.488)
C (0.522, 0.369, -1.314)
C (-3.188, -0.293, 1.766)
H (0.270, -0.628, -0.926)
N (-0.509, 0.908, -2.044)
H (2.202, -1.644, -1.695)
C (1.857, 0.514, -1.794)
S (-1.234, 1.146, 4.930)
H (-0.425, -1.335, 0.198)
H (-0.495, -1.052, 5.634)
C (-2.497, -1.345, -0.710)
H (-4.601, -0.951, -1.273)
C (-3.194, 0.340, 3.137)
C (4.162, 0.565, -3.431)
H (4.186, -1.608, -3.242)
C (-3.850, -0.977, -0.460)
O (6.107, 1.692, -4.157)
O (-4.117, 0.617, 3.869)
H (-2.237, -2.007, -1.557)
C (3.470, 1.769, -3.134)
O (6.206, -0.423, -3.540)
C (-1.509, -1.172, 0.277)
C (-4.206, -0.529, 0.836)
C (3.660, -0.691, -2.962)
H (3.841, 2.738, -3.500)
C (2.594, -0.701, -2.062)
C (2.399, 1.765, -2.243)
N (-1.814, 0.516, 3.439)
O (-1.695, 0.415, -2.040)
F (-2.511, -1.180, 5.548)
F (-1.438, -0.107, 7.190)
C (-0.952, -0.179, 2.573)
O (0.249, -0.390, 2.692)
N (5.562, 0.639, -3.752)
H (-5.234, -0.311, 1.160)
H (1.943, 2.696, -1.967)
O (-0.250, 1.889, -2.791)

Atomic forces in eV per Å
C 0.4 -0.3 0.2
C 0.6 -0.1 -1.2
C -0.6 -1.3 0.1
C -0.4 0.0 0.5
H 0.4 1.1 -0.7
N -0.1 1.0 -0.9
H 0.0 0.1 -0.1
C 0.6 0.1 -0.8
S -1.1 -0.9 -0.5
H -1.2 -0.6 -0.1
H -0.7 0.2 0.4
C -0.3 -1.3 0.6
H 0.6 -0.5 0.7
C -1.2 -0.3 -0.4
C -0.8 0.3 0.9
H -0.2 0.4 0.2
C 0.5 0.1 0.7
O -1.2 -1.6 0.6
O 1.0 0.0 -0.7
H -0.3 1.1 0.1
C 0.5 -0.1 0.8
O -0.5 1.8 -0.6
C -0.2 -0.1 1.1
C 0.2 0.5 0.0
C 0.1 0.7 1.0
H 0.1 -0.7 0.2
C 0.2 1.0 -1.2
C 0.3 -1.3 -1.0
N 1.1 0.6 1.6
O 1.6 0.7 0.0
F 0.9 0.9 0.3
F 0.0 -0.3 -0.8
C 0.8 -0.7 -0.8
O -2.1 0.6 0.2
N 1.4 -0.7 -0.6
H 0.4 0.0 -0.5
H -0.3 0.0 -0.1
O -0.6 -0.4 0.6

Values from the calculation:
* net charge: -1
* HOMO: -4.45 eV
* orbital gap: 6.352 eV

natural (NBO) population analysis, charges in e, atoms 1 to 8: 0.42 -0.17 -0.27 -0.11 0.17 0.46 0.21 0.04



| no. | electronic energy (a.u.) |
| --- | --- |
| 1 | -4212.13801 |
| 2 | -6191.33154 |
| 3 | -4366.71015 |
| 4 | -4849.51611 |
| 5 | -3736.81408 |
| 6 | -1829.18115 |